Record 1
{
  "formula": "C18H42NO6",
  "method": "wB97M-V/def2-TZVPD",
  "symbols": ["C", "C", "C", "C", "C", "C", "N", "H", "H", "H", "H", "H", "H", "H", "H", "H", "H", "H", "H", "H", "H", "C", "O", "C", "C", "O", "C", "C", "O", "C", "H", "H", "H", "H", "H", "H", "H", "H", "H", "H", "H", "H", "H", "H", "C", "O", "C", "C", "O", "C", "C", "O", "C", "H", "H", "H", "H", "H", "H", "H", "H", "H", "H", "H", "H", "H", "H"],
  "coordinates": [[5.326764, -5.339852, -0.517793], [5.143647, -4.346199, -1.676257], [5.281634, -2.868825, -1.292223], [4.132631, -2.223283, -0.478305], [3.054815, -3.097569, 0.160669], [1.962449, -3.670830, -0.811770], [1.512239, -2.785359, -1.837418], [5.687222, -4.832997, 0.380472], [6.051205, -6.118388, -0.771050], [4.392963, -5.832362, -0.247295], [4.170984, -4.493892, -2.147048], [5.893636, -4.558343, -2.444620], [5.385137, -2.304600, -2.224178], [6.235443, -2.745917, -0.763782], [3.603999, -1.516679, -1.124448], [4.592094, -1.631601, 0.323429], [3.501916, -3.881119, 0.785540], [2.497661, -2.453993, 0.851622], [2.297883, -4.690342, -1.124217], [1.098215, -3.869366, -0.151631], [2.240732, -2.723000, -2.553357], [-0.953445, -0.820326, 0.183190], [-0.182473, 0.352352, 0.010666], [1.205912, 0.013391, -0.035353], [2.019599, 1.155735, -0.601962], [2.054075, 1.243807, -2.023059], [0.836590, 1.513394, -2.677289], [0.406502, 2.964127, -2.641695], [-0.113194, 3.271823, -1.363148], [-0.287169, 4.649116, -1.168222], [-0.716485, -1.313103, 1.136198], [-2.005147, -0.526517, 0.189736], [-0.764861, -1.539186, -0.621769], [1.351670, -0.906296, -0.633699], [1.556347, -0.180012, 0.991081], [3.061910, 0.998415, -0.320537], [1.674429, 2.096657, -0.158919], [0.032055, 0.892481, -2.275558], [0.992461, 1.233204, -3.721738], [-0.366650, 3.121040, -3.410360], [1.256728, 3.622108, -2.869745], [0.666911, 5.188103, -1.235424], [-0.704108, 4.792576, -0.172191], [-0.977474, 5.081837, -1.906282], [-4.241064, 2.299651, -1.518571], [-4.011213, 1.847592, -0.209063], [-2.768543, 2.325061, 0.292320], [-2.649441, 2.063439, 1.771565], [-3.366622, 2.991215, 2.585063], [-4.750354, 2.743454, 2.733011], [-5.073200, 1.725295, 3.804902], [-4.861160, 0.412685, 3.329392], [-4.838207, -0.536946, 4.365057], [-3.447707, 1.972498, -2.202015], [-5.189885, 1.880824, -1.851041], [-4.296673, 3.395638, -1.560034], [-2.683917, 3.404398, 0.105036], [-1.934134, 1.830619, -0.218343], [-1.599411, 2.185798, 2.039496], [-2.947964, 1.036899, 1.994913], [-5.205395, 2.442199, 1.785537], [-5.187420, 3.695296, 3.046100], [-6.124134, 1.846115, 4.110830], [-4.439844, 1.918086, 4.681652], [-4.022765, -0.338477, 5.070757], [-4.684755, -1.513088, 3.909707], [-5.783642, -0.548459, 4.923465]],
  "forces_ev_per_a": [[0.029, 0.015, 0.033], [-0.053, 0.056, -0.037], [-0.123, -0.107, -0.070], [0.151, 0.144, 0.149], [-0.136, -0.017, 0.073], [-0.080, 0.048, 0.129], [-0.014, 0.030, -0.024], [0.047, -0.015, -0.017], [-0.025, -0.004, 0.018], [-0.037, 0.032, -0.015], [-0.004, -0.024, -0.014], [0.003, 0.004, -0.001], [0.038, 0.018, 0.018], [-0.033, -0.027, 0.032], [-0.045, -0.063, -0.004], [-0.014, 0.058, -0.063], [-0.045, -0.088, -0.030], [0.160, 0.087, 0.035], [0.030, 0.061, -0.117], [0.071, -0.151, 0.005], [-0.016, -0.026, 0.005], [-0.098, -0.098, -0.038], [0.078, -0.069, 0.023], [0.081, -0.071, -0.147], [-0.115, -0.018, 0.136], [0.077, 0.224, 0.032], [-0.106, -0.195, -0.025], [0.061, -0.111, 0.053], [-0.003, 0.197, 0.012], [-0.037, 0.015, -0.023], [-0.004, 0.036, 0.029], [0.007, -0.014, -0.002], [0.055, 0.012, -0.008], [0.035, 0.034, -0.095], [0.008, 0.013, 0.010], [-0.007, -0.018, 0.020], [0.032, 0.044, -0.055], [-0.013, -0.008, -0.033], [0.015, -0.018, 0.009], [-0.005, 0.067, 0.016], [0.029, -0.041, -0.006], [0.005, -0.005, -0.009], [0.007, 0.008, -0.001], [-0.004, -0.016, 0.001], [0.042, -0.106, -0.054], [-0.113, 0.151, 0.087], [0.147, -0.052, -0.082], [0.036, -0.051, -0.062], [-0.029, -0.008, 0.037], [-0.022, -0.001, -0.009], [0.002, 0.019, 0.050], [0.067, 0.024, 0.004], [-0.049, -0.029, -0.007], [0.006, -0.009, 0.012], [0.000, 0.007, -0.011], [-0.003, 0.006, 0.014], [-0.038, 0.014, 0.029], [-0.055, 0.068, -0.001], [-0.006, -0.033, 0.018], [0.009, 0.015, 0.003], [0.015, -0.008, 0.006], [-0.023, 0.004, -0.043], [0.003, -0.024, 0.020], [0.004, 0.005, -0.007], [0.005, 0.008, -0.005], [0.006, -0.002, 0.008], [-0.006, 0.008, -0.011]],
  "largest_force_ev_per_a": 0.3,
  "homo_ev": -1.761,
  "charge": -1,
  "total_energy_ev": -33118.0491,
  "gap_ev": 4.4,
  "relative_energy_kj_mol": 5.5
}

Record 2
{
  "formula": "C7H9LiO2",
  "method": "wB97M-V/def2-TZVPD",
  "symbols": ["C", "C", "C", "C", "C", "C", "O", "C", "O", "H", "H", "H", "H", "H", "H", "H", "H", "H", "Li"],
  "coordinates": [[2.319562, 1.281855, 0.214590], [1.978514, 0.391804, -0.709685], [1.095357, -0.698486, -1.559332], [0.501250, -1.870637, -0.633420], [-0.474933, -1.311306, 0.522138], [-1.222975, 0.067728, 0.136173], [-2.426325, 0.298991, 0.967020], [-2.903924, 1.590712, 0.518908], [-3.991391, 1.609620, -0.115414], [2.617983, 1.832075, 1.185871], [1.857979, -1.178198, -2.290865], [0.298295, -0.154802, -2.188091], [1.395566, -2.342864, -0.059645], [-1.212422, -2.129849, 0.850548], [0.192902, -1.053297, 1.443357], [-0.516359, 0.959919, 0.371797], [-1.512114, 0.127738, -0.979602], [-2.295972, 2.514651, 0.811883], [4.299009, 0.064346, 1.513769]],
  "forces_ev_per_a": [[-0.258, -4.117, -2.338], [0.309, 3.727, 3.925], [0.843, -1.262, 0.167], [0.741, 2.122, 0.724], [0.601, 0.589, 0.141], [1.167, -0.159, 0.051], [0.350, 2.604, -1.643], [-3.925, -2.257, -1.314], [4.554, 0.682, 2.636], [-0.908, -0.910, -2.130], [-1.329, 0.921, 1.164], [1.448, -0.525, 1.195], [-1.205, 0.541, -1.019], [0.912, 1.393, -0.544], [-1.248, -0.283, -1.007], [-0.885, -1.516, -0.616], [0.283, -0.350, 1.737], [-0.583, -1.300, -0.421], [-0.866, 0.098, -0.706]],
  "largest_force_ev_per_a": 5.4,
  "homo_ev": -5.263,
  "charge": 0,
  "total_energy_ev": -11695.7466,
  "gap_ev": 2.9
}

Question: Which value of charge does entry 2 give?
Answer: 0